(1)
DFT (ωB97M-V/def2-TZVPD) results for a single HN3O2 molecule at a distorted geometry.

Its HOMO energy is -10.44 eV. The structure (SMILES) is [H]/N=N\ON=O. Its HOMO-LUMO gap is 10.05 eV. The strongest force on any atom is 4.31 eV/A. The spin multiplicity is 1.

The geometry in XYZ format:
```
6
Properties=species:S:1:pos:R:3:forces:R:3
H -2.09543 0.36843 0.16512 -0.66 3.70 0.71
N -1.83360 -0.53897 0.00843 0.59 -1.75 -0.44
N -0.68549 -0.80970 -0.10075 2.76 -3.28 -0.45
O 0.39676 0.21380 0.02405 -2.05 2.42 0.29
N 1.81215 -0.11873 -0.03335 0.20 0.10 -0.22
O 2.40561 0.88516 -0.06349 -0.84 -1.18 0.11
```
Forces are in eV/Å.

***

(2)
DFT (ωB97M-V/def2-TZVPD) results for a single HN3O3S molecule at a distorted geometry.

Its HOMO energy is -9.33 eV. The structure (SMILES) is [H]/N=[N+](/[O-])OSN=O. Its HOMO-LUMO gap is 8.44 eV. The strongest force on any atom is 3.99 eV/A. The spin multiplicity is 1.

The geometry in XYZ format:
```
8
Properties=species:S:1:pos:R:3:forces:R:3
H 0.57635 0.24546 -1.64439 2.17 0.36 -3.01
N 0.02158 0.08273 -0.89078 -2.84 -0.57 2.74
N 0.66872 0.14916 0.11725 1.61 0.68 2.04
O 0.53502 0.18162 1.30079 -0.29 -0.50 -1.59
O 2.24583 0.42248 -0.35103 -0.78 0.43 -1.00
S 3.54034 -0.02375 0.47811 -0.59 -0.84 1.77
N 4.88207 0.28044 -0.34473 0.46 0.56 -0.97
O 4.91208 0.81547 -1.42674 0.26 -0.12 0.02
```
Forces are in eV/Å.

***

(3)
DFT (ωB97M-V/def2-TZVPD) results for an isolated ion of composition HN4O4 and charge -1 at a distorted geometry.

Its HOMO energy (spin up / spin down) is -2.11 / -2.35 eV. Its HOMO-LUMO gap (spin up / spin down) is 5.20 / 5.62 eV. Its charge is -1. The strongest force on any atom is 3.36 eV/A. The spin multiplicity is 1.

The geometry in XYZ format:
```
9
Properties=species:S:1:pos:R:3:forces:R:3
N -1.24780 0.18502 -0.86723 -1.11 -0.59 -1.70
N 0.91088 -0.69820 -0.18623 -1.42 -3.02 -0.39
N -0.13280 0.17653 -0.12799 -0.46 -0.99 -2.21
N -0.28988 0.66922 1.13757 -0.61 1.49 2.58
O 2.06858 -0.17370 -0.45431 2.04 0.67 -0.86
O -1.31638 1.35158 1.38816 2.22 -1.12 -0.10
O -1.21794 -0.39543 -1.98453 0.82 1.03 2.50
O 0.65963 0.40218 1.86462 -2.10 1.15 0.02
H 0.56572 -1.51718 -0.77005 0.62 1.39 0.16
```
Forces are in eV/Å.

***

(4)
DFT (ωB97M-V/def2-TZVPD) results for a single HNO2 molecule at a distorted geometry.

Its HOMO energy is -10.51 eV. The structure (SMILES) is O=NO. Its HOMO-LUMO gap is 10.61 eV. The strongest force on any atom is 4.44 eV/A. The spin multiplicity is 1.

The geometry in XYZ format:
```
4
Properties=species:S:1:pos:R:3:forces:R:3
O -0.55335 -1.44490 -0.09151 0.59 2.88 -0.21
N 0.19414 -0.52462 0.02197 -0.20 -2.49 0.21
O -0.29494 0.78523 -0.16948 3.57 0.32 1.87
H 0.65415 1.18429 0.23902 -3.97 -0.72 -1.86
```
Forces are in eV/Å.